No. 1
# C19H30Cl5FLiMgNO5P

A molecular structure, C19H30Cl5FLiMgNO5P at a distorted geometry (ωB97M-V/def2-TZVPD, the OMol25 dataset).

Geometry as XYZ:
```
64
Properties=species:S:1:pos:R:3:mulliken_charge:R:1
O -4.102 0.784 2.634 -0.2928
C 1.523 -0.439 3.819 -1.4710
C -0.091 2.215 1.702 0.3150
H 0.764 1.565 1.910 -0.6918
H -2.631 0.127 3.954 0.4412
H 5.561 -1.234 -1.418 0.2168
H -3.370 -1.967 0.662 0.3881
N -1.406 1.689 2.229 0.2099
H 5.321 -3.762 -3.138 0.3288
F -2.980 -1.294 -4.481 -0.5090
H 1.869 -0.097 4.805 0.4208
C -0.015 2.646 0.211 0.0453
C 5.115 -3.179 -2.243 -0.5595
C 2.634 0.535 -2.402 0.1117
C 0.857 1.862 -0.775 0.4514
H 6.920 -2.030 -2.211 0.3719
H -1.853 -2.473 -4.695 0.3157
H -3.284 -1.086 2.817 0.5986
C -0.432 -3.563 -3.377 -0.9558
H -0.434 0.352 4.370 0.2844
C -1.749 0.252 1.985 -0.6056
H -2.743 2.598 0.766 0.7656
H 4.166 1.097 -0.989 0.4472
C 2.206 1.816 -0.465 -0.1355
O -2.463 -1.856 0.331 -0.4871
H -1.133 -4.394 -3.322 0.3873
O -0.402 -1.292 -3.778 -0.3196
H 1.043 0.059 -3.634 0.5787
C 5.846 -1.859 -2.262 -0.3599
H -3.767 2.534 3.732 0.3685
C -3.806 2.168 2.689 -0.7566
C -0.673 -0.781 2.430 -0.8384
C -3.002 -0.032 2.912 -1.0128
H 3.371 0.032 -3.026 0.1831
H 2.585 2.295 0.440 0.5018
C -2.580 2.552 1.847 0.1737
Cl 3.348 -2.967 -2.113 -0.0776
C 3.110 1.149 -1.245 -0.6899
Mg -1.796 5.131 1.691 0.0605
H 0.095 3.156 2.267 0.6753
O -3.643 0.375 -0.212 -0.6978
H 0.307 -3.801 -4.141 0.3608
Cl 5.538 -0.941 -3.760 -0.1826
H -4.665 2.678 2.227 0.3424
C 1.302 0.567 -2.721 -0.9799
H -2.281 3.603 2.170 -0.6312
H -2.012 -2.165 -2.952 0.1170
C 0.345 1.247 -1.873 0.6629
H 5.429 -3.761 -1.377 0.3131
H -3.433 1.022 -1.032 0.3825
Cl -0.405 -1.946 4.889 -0.1561
H 1.970 -1.413 3.603 0.3993
H 0.068 -3.472 -2.416 0.2405
Cl -3.751 2.382 -1.883 -0.7013
H -1.352 1.791 3.254 0.6735
H -0.756 1.281 -2.066 -0.7840
C -1.225 -2.229 -3.708 0.3022
Li -1.507 2.185 -3.176 0.9599
O -0.560 3.603 -0.215 -0.4014
H -1.217 -1.727 2.529 0.9284
H 1.912 0.280 3.085 0.2807
C -0.027 -0.509 3.827 0.2150
P -2.213 -0.210 0.191 0.4699
Cl 0.550 -1.147 1.131 0.0075
```

**Kohn-Sham gap**: 0.1034 Eh
**Total charge**: +1
**Multiplicity**: 1
**Total energy**: -4122.2407 Ha
**Lowest unoccupied orbital energy**: -6.1536 eV

=====

No. 2
# C19H30F4GaN2O13

A molecular structure, C19H30F4GaN2O13 at a distorted geometry (ωB97M-V/def2-TZVPD, the OMol25 dataset).

Geometry as XYZ:
```
69
Properties=species:S:1:pos:R:3:mulliken_charge:R:1
O 2.734 4.368 2.991 -0.5270
C -0.269 2.874 3.031 0.3391
O 1.437 -3.793 -2.476 -0.2725
C 6.085 1.380 -0.968 0.5709
H 0.077 -2.031 -0.007 -0.0806
H -2.254 -3.695 -2.721 0.0257
H 3.435 -3.633 -2.956 0.3059
H -4.990 -2.165 -5.060 0.3518
H -0.444 -3.926 1.201 0.2626
H -1.358 -2.201 -1.130 0.1577
C 2.315 -1.781 -3.070 0.4275
F -1.000 2.179 3.938 -0.2886
C 5.597 1.141 -3.136 -0.3935
H -1.897 1.110 0.563 0.2616
N -1.328 0.392 0.092 -0.5301
C 1.808 3.629 2.867 0.5269
C -2.977 -4.403 -2.168 -0.5442
O 0.347 7.435 7.276 -0.3124
H -3.545 -5.563 0.635 -0.3828
O 1.677 2.728 1.861 -0.3175
F 7.349 2.561 -3.819 -0.2873
C -4.456 -3.806 -2.127 0.2592
H -4.149 -3.829 -4.799 0.2935
H -1.162 -0.884 1.767 0.2812
F 1.806 7.475 5.562 -0.2831
O 0.742 3.592 3.719 -0.2596
H 1.913 6.120 7.039 0.2961
C -1.662 -0.920 0.743 -0.7192
C -1.057 -2.169 -0.043 0.2608
C -4.930 -3.103 -4.418 -1.0789
H -6.714 -1.935 -3.369 0.3116
O 5.996 1.342 0.217 -0.5021
C 1.174 6.653 6.435 0.3682
C 2.665 -3.080 -2.411 -0.5226
H 7.747 0.743 -3.062 0.2779
O -0.818 5.591 6.717 -0.3143
H -1.313 -6.215 -0.471 -0.3745
H -5.933 -3.633 -4.509 0.3859
H 2.990 -2.951 -1.379 0.2935
C 0.196 5.764 5.731 -0.1294
Ga -2.346 -4.974 -0.284 0.5435
H 1.895 -1.033 -2.392 0.2826
H 0.632 4.812 5.446 0.1738
H -0.027 1.700 1.228 0.2611
H -6.303 -2.105 -1.598 0.3146
H 0.802 1.030 2.650 0.1846
H 5.485 0.318 -3.841 0.2436
H -0.236 6.233 4.844 0.1644
O 7.053 2.062 -1.644 -0.3118
H 4.953 1.966 -3.454 0.2639
C 0.511 1.955 2.145 -0.3338
O -1.501 6.871 8.445 -0.5205
C -0.732 6.654 7.562 0.6152
C 0.723 -3.257 -3.501 0.5837
O 1.343 -2.157 -4.023 -0.3151
H -5.569 -0.757 -2.612 0.2312
H -2.782 -1.060 0.901 0.3006
N -4.711 -2.677 -3.016 0.1239
H -1.709 0.363 -0.866 0.2011
C -1.410 -3.483 0.793 -0.9915
C 7.025 1.558 -2.964 0.3526
H -2.100 -3.190 1.637 0.2883
H -3.057 -5.347 -2.802 0.3452
H -0.917 3.575 2.496 0.3266
O 5.236 0.740 -1.819 -0.2057
F 3.387 -1.257 -3.725 -0.3050
O -0.314 -3.688 -3.887 -0.5081
O -5.287 -4.357 -1.399 -0.5700
C -5.875 -1.856 -2.606 -0.8765
```

**Kohn-Sham gap**: 0.2397 Eh
**Total charge**: -1
**Energy above the lowest of the compared OMol25 structures with the same formula, charge and spin**: 0.0000 eV
**Multiplicity**: 1
**Total energy**: -4153.8599 Ha
**Lowest unoccupied orbital energy**: 1.8213 eV

=====

No. 3
# C19H30F9O12

5 unconnected molecules or ions with the total composition C19H30F9O12 at a distorted geometry (ωB97M-V/def2-TZVPD, the OMol25 dataset).

Geometry as XYZ:
```
70
Properties=species:S:1:pos:R:3:mulliken_charge:R:1
O 4.962 -2.557 0.548 -0.4193
C -2.478 -2.077 2.592 -0.2750
H 1.025 8.149 0.219 0.3377
C -7.213 -1.713 -1.556 0.9831
H 6.012 1.752 -0.683 0.2747
H 3.035 -2.154 1.415 0.3826
H -2.798 -2.570 -5.026 0.3616
H 5.016 -0.339 2.423 0.3046
H -0.164 2.087 -3.254 0.3163
O -2.702 -3.227 1.813 -0.1769
F -8.213 -0.938 -1.777 -0.2329
F -3.795 -5.354 0.840 -0.2149
F -2.923 -6.603 2.388 -0.2563
C -2.912 7.332 -0.601 0.8246
O -5.240 -2.381 -2.664 -0.2189
C -2.291 -0.777 1.768 -1.0826
C 4.506 -0.352 1.459 -0.5325
H 2.624 7.431 -1.322 0.3483
O 0.683 2.379 -4.728 -0.8015
C 1.108 1.533 -3.917 0.6893
H 1.243 7.903 -2.230 0.3012
F -3.084 6.459 0.412 -0.2322
O 0.422 1.469 -2.812 -0.4617
F -7.628 -2.924 -1.256 -0.2505
O -0.498 6.896 -0.375 -0.2639
H 2.916 -3.447 5.195 0.2380
H 6.372 -2.174 2.115 0.2770
C -6.482 -1.839 -2.865 0.2406
H 4.699 2.235 0.379 0.2855
H -2.976 -0.710 0.923 0.2369
H 3.317 -1.337 0.107 0.4050
C -2.718 -5.577 1.555 0.8484
H 1.294 6.481 0.416 0.3114
O -1.140 -4.482 3.005 -0.5921
C 5.535 1.543 0.274 -0.8103
H -4.531 -3.093 -5.064 0.3023
O 5.304 0.120 0.409 -0.2656
O 2.125 0.911 -4.133 -0.7429
F -3.298 6.658 -1.719 -0.2462
H -1.593 -2.098 3.227 0.3178
H -3.233 -2.171 -2.696 0.2484
H -2.489 0.066 2.431 0.3559
H 3.679 -4.879 4.530 0.2957
H 6.332 1.810 0.968 0.3197
H 4.642 -4.695 2.309 0.3531
F -3.750 8.359 -0.508 -0.2250
H 3.683 0.348 1.604 0.4564
O 4.102 -3.213 3.428 -0.2308
O -1.138 8.979 -1.156 -0.5532
H -3.256 -1.945 3.344 0.3556
C 5.164 -3.828 2.713 -0.5383
H 1.475 6.181 -2.047 0.3513
H -3.853 -0.793 -3.093 0.3764
H -4.156 -1.495 -5.491 0.2913
C -2.130 -4.330 2.185 0.4167
H 4.633 -3.587 5.371 0.3032
C 3.910 -1.707 0.944 -0.5729
C 3.812 -3.809 4.690 -0.7841
C -4.047 -1.837 -3.339 -0.3017
C 1.597 7.138 -1.539 -1.1158
C 0.839 7.194 -0.272 -0.2324
H 6.028 -4.207 3.258 0.4211
F -1.763 -6.060 0.776 -0.2573
O -6.887 -1.481 -3.974 -0.5322
C -3.832 -2.292 -4.821 -1.0266
C -1.438 7.803 -0.722 0.3937
H 6.519 -3.563 1.072 0.3778
C 5.797 -2.950 1.612 -0.5400
F -6.473 -1.185 -0.549 -0.2430
H -1.290 -0.467 1.469 0.3265
```

**Kohn-Sham gap**: 0.2109 Eh
**Total charge**: -1
**Energy above the lowest of the compared OMol25 structures with the same formula, charge and spin**: 3.2696 eV
**Multiplicity**: 1
**Total energy**: -2543.5597 Ha
**Lowest unoccupied orbital energy**: 1.9310 eV

=====

No. 4
# C19H30MgN3O4P2

A molecular structure, C19H30MgN3O4P2 at a distorted geometry (ωB97M-V/def2-TZVPD, the OMol25 dataset).

Geometry as XYZ:
```
59
Properties=species:S:1:pos:R:3:mulliken_charge:R:1
H 1.353 -3.580 -3.026 0.4020
H -3.880 -1.036 -1.287 0.1384
O -2.472 -0.453 1.061 -0.5961
C 1.983 -0.041 1.243 0.4398
H -2.492 2.494 -3.779 0.4173
H -1.140 1.655 1.282 0.2158
H 6.432 1.073 1.528 0.3566
C -3.112 -1.567 1.351 0.1808
O -4.110 -1.622 2.054 -0.6756
C 4.423 0.569 1.108 -0.6546
H 3.163 2.245 4.122 0.2652
C -1.967 -0.004 -3.678 -1.3334
H 4.192 1.124 4.954 0.3248
H -2.750 0.137 -4.503 0.3902
C -1.390 2.571 0.755 -1.1357
H 0.936 2.412 -2.564 0.3669
N 3.116 0.273 1.830 0.1558
H 3.730 -0.789 3.546 0.3087
H -4.042 -4.373 1.375 0.5459
P -2.542 0.835 -2.174 0.8036
H 2.138 0.102 3.652 0.4192
C -3.994 0.113 -1.302 -1.1725
C 0.766 2.529 -1.457 -1.0039
H 5.915 2.090 3.822 0.3361
H -2.625 4.114 -1.183 0.3877
C -1.420 -4.974 -0.672 -0.5811
C -2.872 2.550 -2.761 -0.6726
C -0.017 -3.110 -1.721 0.2295
H -2.899 -6.253 0.143 0.4486
C 5.534 0.766 2.099 -0.6918
H 4.627 -0.265 0.479 0.3763
O 0.091 -1.883 -1.827 -0.5851
H 1.419 1.773 -0.957 0.0271
H 5.798 -0.250 2.482 0.3222
O 0.779 -4.031 -2.355 -0.4644
N -1.535 -2.687 -0.013 0.0700
P -0.975 2.239 -1.015 0.7020
Mg -0.888 -0.708 -0.363 0.7120
H 4.926 2.737 2.558 0.2884
H -3.973 2.774 -2.710 0.3668
C 3.224 0.171 3.329 -0.6765
C -0.987 -3.671 -0.757 0.5536
C -3.153 -4.200 0.802 -0.7578
N 0.906 -0.199 0.757 -0.7005
C -2.646 -2.887 0.703 0.4562
C 5.155 1.806 3.108 -0.5256
H -1.083 -5.754 -1.360 0.4242
H -0.781 3.437 1.117 0.4314
H 4.244 1.461 0.513 0.3678
H -1.907 -1.077 -3.528 0.3479
C 3.901 1.402 3.917 -0.6019
H 1.040 3.550 -1.130 0.4002
H -3.960 0.559 -0.284 0.3180
H -2.466 2.747 0.915 0.4156
C -1.999 3.504 -1.865 -0.8990
H -4.854 0.386 -1.869 0.6173
H -1.345 4.103 -2.520 0.3811
C -2.548 -5.229 0.083 -0.2959
H -0.969 0.344 -4.030 0.3131
```

**Kohn-Sham gap**: 0.1408 Eh
**Total charge**: +1
**Energy above the lowest of the compared OMol25 structures with the same formula, charge and spin**: 3.0716 eV
**Multiplicity**: 1
**Total energy**: -2089.8111 Ha
**Lowest unoccupied orbital energy**: -3.6649 eV

=====

No. 5
# C19H30N2O5SSbSe4V

A molecular structure, C19H30N2O5SSbSe4V at a distorted geometry (ωB97M-V/def2-TZVPD, the OMol25 dataset).

Geometry as XYZ:
```
63
Properties=species:S:1:pos:R:3:mulliken_charge:R:1
Se 1.962 4.451 3.738 -0.7260
C -2.494 -0.107 3.139 -0.8067
H 5.723 -0.798 0.759 0.3695
C 4.349 1.135 -3.027 -0.5198
C -3.857 -1.011 -0.960 0.1411
H 2.407 -1.168 -3.255 0.3176
H -2.657 1.385 4.634 0.3445
H 5.263 1.535 -3.485 0.4418
C -6.837 -2.828 0.464 -0.5292
O -4.285 -0.614 -2.022 -0.6123
H 5.139 -0.842 -1.619 0.2633
C 1.680 -0.701 -2.577 -0.7649
H -6.856 -4.579 1.700 0.3756
C 2.704 -1.663 -0.680 -0.9233
C -4.663 -2.015 -0.153 0.1790
Se 1.667 7.123 0.586 -0.7273
H -2.010 -0.283 -1.269 0.0666
C -1.996 -0.556 0.745 -0.0672
H -3.902 1.492 3.402 0.3113
H -3.023 -0.836 3.758 0.2989
C 1.206 0.652 -3.096 -0.5167
H -2.985 -3.152 0.549 0.3821
H 0.827 -1.385 -2.477 0.4172
Se 0.592 2.949 0.216 -0.6344
O 3.809 -0.009 0.779 -0.3461
H -6.479 -1.105 -0.790 0.4171
C -2.000 2.367 2.825 -0.9013
S -0.347 -0.585 0.872 -0.4219
H -4.393 -4.801 1.739 0.4023
H -0.932 2.241 3.008 0.2592
O 2.008 1.725 -2.671 -0.1736
Se 3.877 3.574 0.273 -0.6753
H 5.552 0.978 0.812 0.3199
H -2.272 3.373 3.147 0.3542
H 6.387 0.386 -1.349 0.4598
H -7.914 -2.739 0.428 0.3896
H 4.200 0.115 -3.408 0.2835
C -6.041 -1.909 -0.213 -0.4108
C -4.064 -3.054 0.540 0.1157
O 2.281 -0.482 -1.323 0.6951
H 3.495 -2.140 -1.270 0.3694
H 0.218 0.871 -2.691 0.1203
H 3.844 -2.058 1.112 0.3811
C 3.193 2.039 -3.372 -0.8486
H 1.134 0.613 -4.191 0.3975
H -1.426 -0.288 3.230 0.3554
C 3.175 -1.288 0.718 -0.5401
C 5.340 0.124 -1.139 -0.5035
N -2.855 -0.360 1.741 0.1810
V 2.487 1.730 0.096 1.0543
N -2.596 -0.654 -0.534 0.1904
C -6.240 -3.860 1.174 -0.3673
Sb 1.947 4.863 1.363 0.4924
H 3.030 2.019 -4.458 0.3687
C -4.857 -3.984 1.203 -0.7227
H 2.320 -1.204 1.388 0.1457
H 1.873 -2.374 -0.584 0.4067
H -2.138 2.320 1.743 0.1756
C 5.176 0.062 0.361 -0.8140
O 4.466 1.102 -1.626 0.1249
C -2.830 1.317 3.557 -0.4643
H -3.814 -0.166 1.497 0.2932
H 3.434 3.054 -3.060 0.3556
```

**Kohn-Sham gap (alpha / beta)**: 0.1749 / 0.1568 Eh
**Total charge**: -1
**Energy above the lowest of the compared OMol25 structures with the same formula, charge and spin**: 1.9826 eV
**Multiplicity**: 2
**Total energy**: -12415.9175 Ha
**⟨S²⟩**: 0.770
**Lowest unoccupied orbital energy (alpha / beta)**: 1.7048 / 1.7045 eV

=====

No. 6
# C19H30N4O4S

C19H30N4O4S in the gas phase (ωB97M-V/def2-TZVPD, the OMol25 dataset).

Geometry as XYZ:
```
58
Properties=species:S:1:pos:R:3:mulliken_charge:R:1
C 1.895 0.131 -0.604 -0.2553
C -0.464 -3.727 -2.311 0.1626
H 2.822 -0.129 -1.122 0.6242
C 1.255 -1.149 -0.085 -1.2311
O -3.692 -4.706 -0.770 -0.6710
S -3.018 -4.469 -2.016 1.1239
H 2.172 0.749 0.257 0.0861
H 2.005 -1.741 0.441 0.5277
N 0.890 3.269 -0.077 0.2140
H -1.596 -3.136 -4.064 0.4611
H -1.065 -5.303 -0.937 0.4322
C -1.056 1.196 3.487 0.0090
O 2.445 3.238 1.556 -0.7724
O -3.578 -4.977 -3.246 -0.6501
C 0.542 0.888 5.527 -1.4047
C 1.773 1.725 -2.456 -1.1609
C -0.241 1.273 -1.090 -0.3186
C -0.311 2.760 -0.711 -1.6465
C 1.875 3.846 -0.990 -1.1223
H -1.017 1.098 -1.847 0.2464
C 0.416 2.264 2.136 0.2987
N 1.007 1.973 3.337 0.0399
H -0.448 3.356 -1.614 0.4716
H -3.185 0.969 3.530 0.3839
H 0.609 -1.367 -2.056 0.2919
H 1.085 1.671 6.058 0.3636
H 0.465 -0.943 0.644 0.2312
C -1.289 -4.966 -1.947 -0.9509
H 1.048 2.206 -3.120 0.4646
H 3.345 2.291 -1.086 0.2510
C 1.305 2.959 1.182 0.4563
H -0.508 0.663 -0.229 0.3420
H -1.181 -5.776 -2.664 0.3980
H -0.338 0.633 6.115 0.3429
C 0.142 1.334 4.163 0.0949
H 2.419 1.119 -3.099 0.4588
H -2.564 -2.265 -1.281 0.2868
H 2.561 4.457 -0.411 0.4285
C 2.646 2.783 -1.766 -0.4052
C -1.396 -2.751 -3.063 -1.1074
H -0.972 -1.755 -3.176 0.4711
H -1.190 2.956 -0.098 0.4785
C -2.690 -2.727 -2.262 -0.7370
H -2.308 -0.540 3.761 0.2544
H 1.331 4.499 -1.677 0.4766
H 1.181 0.003 5.489 0.2687
H -2.404 0.633 5.068 0.3846
N 1.047 0.810 -1.582 0.2473
H 0.374 -4.007 -2.952 0.5597
O 0.141 -3.682 0.032 -0.6692
H 3.254 3.280 -2.528 0.4761
H -3.546 -2.299 -2.778 0.5489
N 0.724 -1.897 -1.206 0.0357
H 1.960 2.247 3.521 0.2079
H -1.646 1.833 1.459 0.4238
C 0.148 -3.109 -1.043 0.0483
C -0.879 1.782 2.212 0.2143
C -2.299 0.528 3.988 -1.4850
```

**Kohn-Sham gap**: 0.3180 Eh
**Total charge**: 0
**Energy above the lowest of the compared OMol25 structures with the same formula, charge and spin**: 0.7243 eV
**Multiplicity**: 1
**Total energy**: -1660.2055 Ha
**Lowest unoccupied orbital energy**: 0.3923 eV

=====

Number 1 is which compound? C19H30Cl5FLiMgNO5P